C36H37F3N6O4PS2SbTi | ωB97M-V/def2-TZVPD

Calculated values
E_LUMO (eV): -0.60
Energy relative to the best compared isomer or geometry (same formula, charge and spin) (eV): 2.901
Charge: 0

Structure (XYZ):
```
91
Properties=species:S:1:pos:R:3:mulliken_charge:R:1
Ti 0.61928 -0.59183 1.73896 -0.53
C 2.56488 -1.64463 4.67126 -1.31
C 1.42928 -0.69343 4.79586 0.73
C 1.33608 0.17817 5.87816 -0.82
C 0.22948 0.99807 6.00596 -0.86
C -0.82322 0.82017 5.12556 -0.62
C -0.65852 -0.04633 4.05066 0.43
N 0.46368 -0.73163 3.86096 0.98
Sb -2.64662 -0.59753 3.16826 0.73
C -3.03252 -2.36483 1.88726 0.20
C -3.74342 -3.35533 2.54586 -0.81
C -4.08502 -4.49363 1.83206 -0.58
C -3.66192 -4.60253 0.52036 -0.89
C -2.93852 -3.56043 -0.05574 0.62
C -2.42772 -3.68493 -1.45794 -0.97
N -2.67302 -2.44873 0.62496 0.13
C -2.88922 1.09897 1.81396 0.04
C -3.91202 1.98727 2.10846 -0.79
C -4.05592 3.11027 1.31186 -0.53
C -3.14572 3.31037 0.28946 -0.96
C -2.13512 2.37557 0.08026 0.66
C -1.11902 2.58917 -0.99704 -0.76
N -2.03682 1.27497 0.82456 0.61
H 3.09958 -1.73673 5.61326 0.50
H 3.26058 -1.30933 3.89756 0.10
H 2.17548 -2.61693 4.35656 0.28
H 2.12608 0.20497 6.61146 0.46
H 0.17138 1.71977 6.80826 0.42
H -1.75802 1.35557 5.24706 0.45
H -4.03072 -3.22433 3.58196 0.41
H -4.66772 -5.27833 2.29536 0.42
H -3.88642 -5.48263 -0.06074 0.47
H -2.10152 -4.70813 -1.63154 0.39
H -1.58752 -3.01693 -1.61874 -0.07
H -3.21442 -3.45703 -2.17754 0.40
H -4.56202 1.78967 2.94926 0.43
H -4.85662 3.81427 1.49246 0.40
H -3.19702 4.19517 -0.32724 0.50
H -1.06912 3.64017 -1.27294 0.51
H -1.38432 2.01007 -1.88184 0.21
H -0.14142 2.26407 -0.64364 -0.25
C 3.78528 4.99887 2.58506 -1.43
C 2.59128 4.06117 2.62366 0.08
O 2.97758 2.80977 3.17736 -0.40
P 2.44028 1.39097 2.55746 -0.17
S 2.52018 -1.65253 1.45026 -0.48
S 0.48918 1.80267 2.08446 -0.47
O 2.92578 1.52477 0.96476 0.12
C 4.30638 1.54747 0.62466 -0.37
C 4.47318 2.42327 -0.61174 -1.14
H 3.49408 5.94947 2.14196 0.37
H 4.58688 4.56277 1.99216 0.30
H 4.15508 5.17277 3.59226 0.35
H 2.19408 3.90867 1.61306 0.16
H 1.79508 4.47757 3.25026 0.34
H 4.64868 0.52117 0.43326 0.27
H 4.88038 1.94947 1.46706 0.57
H 3.87688 2.03137 -1.43294 0.14
H 5.51668 2.44647 -0.91084 0.43
H 4.13778 3.43807 -0.40994 0.29
N 0.72408 -0.06303 -5.49464 0.08
C 0.09588 -0.20303 -6.70174 0.73
C 0.53138 -0.10393 -8.01404 -0.98
C -0.40292 -0.32013 -9.00554 -0.44
C -1.73572 -0.62033 -8.70414 -0.43
C -2.18102 -0.71533 -7.40484 -0.86
C -1.25362 -0.50033 -6.38614 0.44
N -1.40492 -0.53263 -5.03234 -0.55
C -0.22412 -0.28113 -4.52184 0.11
C 0.03668 -0.25983 -3.09684 0.98
C -1.00252 -0.53953 -2.20614 -0.64
C -0.76182 -0.56913 -0.84404 -1.04
N 0.43698 -0.30423 -0.31894 2.30
C 1.44108 -0.04833 -1.16084 -0.95
C 1.29328 -0.01563 -2.53494 -1.67
H 1.70208 0.13087 -5.36354 0.17
H 1.55738 0.13147 -8.24804 0.38
H -0.10172 -0.26053 -10.04124 0.38
H -2.42322 -0.78173 -9.52074 0.39
H -3.20692 -0.94973 -7.17204 0.45
H -1.98602 -0.73483 -2.60224 0.62
H -1.54792 -0.87143 -0.15594 0.11
H 2.41808 0.10737 -0.71864 0.49
H 2.15838 0.17747 -3.15114 0.38
F -0.10692 -4.61293 0.36666 -0.29
C 0.91188 -3.74163 0.54996 0.24
F 0.85078 -2.91303 -0.52534 -0.17
F 2.03258 -4.44563 0.44076 -0.32
C 0.69718 -2.98313 1.87356 0.47
O 0.88728 -3.54783 2.94526 -0.71
O -0.26522 -2.08263 1.69486 0.66
```


C36H37F3N8O3S2Ta | ωB97M-V/def2-TZVPD

Calculated values
Multiplicity: 2
E_LUMO (spin up / spin down) (eV): -5.89 / -6.16
Energy relative to the best compared isomer or geometry (same formula, charge and spin) (eV): 0.280
Charge: +2

Structure (XYZ):
```
90
Properties=species:S:1:pos:R:3:nbo_charge:R:1
Ta 0.21167 0.23019 0.34688 1.73
C -0.38649 -1.21832 -2.74759 -0.24
O -0.43578 -1.36237 -1.31311 -0.54
C -1.07933 -2.49810 -0.85444 0.27
C -1.73828 -3.38603 -1.68447 -0.27
C -2.34868 -4.50246 -1.13072 -0.16
C -2.29501 -4.71818 0.23919 -0.21
C -1.62898 -3.82119 1.05386 -0.20
C -1.01454 -2.69598 0.51253 0.12
N -0.31041 -1.72055 1.28999 -0.35
N -0.17599 -2.12439 2.49449 -0.14
C 0.48604 -1.47730 3.46163 0.05
C 1.25918 -0.33021 3.21252 0.39
O 1.21960 0.24334 2.04308 -0.76
C 2.10476 0.17673 4.22624 -0.26
C 2.11383 -0.39571 5.45983 -0.08
C 1.29826 -1.51962 5.78372 -0.10
C 1.31459 -2.08460 7.07312 -0.15
C 0.54157 -3.17926 7.36016 -0.20
C -0.26629 -3.74068 6.36071 -0.16
C -0.29688 -3.20518 5.09408 -0.20
C 0.48434 -2.08332 4.78199 -0.02
H 0.12483 -2.07870 -3.17504 0.21
H 0.15912 -0.31540 -2.95666 0.21
H -1.39775 -1.12460 -3.14008 0.21
H -1.78867 -3.23949 -2.75180 0.24
H -2.86005 -5.20175 -1.77724 0.24
H -2.76404 -5.59067 0.67158 0.24
H -1.56685 -3.99148 2.11723 0.24
H 2.75791 1.00612 3.98914 0.23
H 2.76722 0.00117 6.22762 0.23
H 1.95003 -1.64444 7.83135 0.23
H 0.55699 -3.61474 8.34954 0.24
H -0.86917 -4.61009 6.58693 0.23
H -0.91751 -3.65095 4.33061 0.22
O 0.43752 1.31229 -1.44944 -0.65
N 1.54726 1.30409 -2.22272 -0.02
C 1.52745 2.08346 -3.33085 0.02
C 2.61631 2.13472 -4.14874 -0.24
C 3.74533 1.36874 -3.82208 -0.12
C 3.73098 0.57568 -2.70302 -0.22
C 2.59492 0.52967 -1.88053 0.05
S 2.44331 -0.47368 -0.50317 -0.03
H 0.60882 2.62868 -3.48996 0.25
H 2.59125 2.75695 -5.03053 0.26
H 4.62248 1.39889 -4.45349 0.25
H 4.57844 -0.03516 -2.42781 0.26
C -6.48785 0.03587 -0.67823 -0.62
C -5.23757 -0.00327 0.18403 -0.22
N -4.60987 1.31919 0.25194 -0.56
C -3.34229 1.64394 -0.01095 0.39
S -2.27034 0.46267 -0.65901 -0.20
N -2.99593 2.91465 0.17619 -0.56
C -1.73099 3.54486 -0.18654 -0.22
C -1.97811 4.89861 -0.83071 -0.62
H -6.95627 -0.94699 -0.69089 0.24
H -6.24312 0.31521 -1.70244 0.22
H -7.21886 0.74592 -0.28805 0.21
H -4.50821 -0.69877 -0.22117 0.23
H -5.48579 -0.31993 1.20042 0.20
H -5.24699 2.07800 0.45460 0.40
H -3.68248 3.52717 0.59538 0.40
H -1.21089 2.87013 -0.86339 0.24
H -1.11698 3.65440 0.71018 0.19
H -2.54501 4.79358 -1.75527 0.23
H -1.02929 5.38196 -1.06183 0.23
H -2.52596 5.56285 -0.15985 0.22
N -2.86068 0.52773 3.68885 -0.50
C -2.44079 1.81866 3.88735 -0.07
C -1.52254 2.05153 2.91521 -0.09
N -1.38252 0.93204 2.11541 -0.54
C -2.21242 0.03608 2.62298 0.22
H -3.51921 0.02234 4.25921 0.44
H -2.81187 2.43940 4.68291 0.25
H -0.99251 2.96548 2.72501 0.23
H -2.38899 -0.95194 2.23438 0.23
F 4.01909 6.26504 2.64594 -0.30
C 2.88290 6.43212 1.96199 0.97
F 3.14156 7.18645 0.89314 -0.30
F 2.02493 7.09915 2.74659 -0.31
C 2.29480 5.09404 1.57376 -0.06
C 2.03668 4.15461 2.55766 -0.22
C 1.48948 2.94221 2.18827 0.05
N 1.16748 2.62069 0.92732 -0.46
C 1.41894 3.54803 -0.00201 0.04
C 1.98736 4.78295 0.26573 -0.18
H 2.26190 4.35402 3.59668 0.25
H 1.30621 2.19216 2.93707 0.22
H 1.12563 3.32116 -1.00912 0.21
H 2.17223 5.48225 -0.53687 0.25
```


C36H37FN8Pt | ωB97M-V/def2-TZVPD

Calculated values
E_LUMO (eV): -0.42
Energy relative to the best compared isomer or geometry (same formula, charge and spin) (eV): 0.000
Charge: 0

Structure (XYZ):
```
83
Properties=species:S:1:pos:R:3:mulliken_charge:R:1
Pt -0.14676 -0.89577 0.01927 0.17
N 4.15143 -0.68288 0.57225 -0.10
C 4.03610 -1.43973 -0.57025 -0.95
C 2.70612 -1.61205 -0.77188 -0.57
N 2.00798 -0.96507 0.22387 0.82
C 2.89806 -0.41115 1.02689 0.10
C 2.63070 0.34505 2.24563 -0.16
N 1.45373 0.71122 2.68170 -0.01
C 1.68073 1.37877 3.85641 -0.69
C 3.01254 1.41594 4.13423 -0.45
N 3.61891 0.74918 3.09856 -0.12
H 5.01878 -0.36006 0.96030 0.16
H 4.89583 -1.79013 -1.11233 0.43
H 2.18416 -2.17577 -1.52887 0.37
H 0.87037 1.78833 4.43586 0.44
H 3.57342 1.83298 4.95181 0.44
H 4.60802 0.59732 3.01951 0.16
N -1.03107 6.13727 1.07204 0.02
C -0.66344 7.46162 0.95184 0.72
C -1.25891 8.64596 1.37504 -1.04
C -0.58871 9.81445 1.07450 -0.40
C 0.63140 9.80632 0.37729 -0.49
C 1.21317 8.62742 -0.03944 -0.75
C 0.54986 7.43562 0.25357 0.57
N 0.89938 6.12985 -0.04783 -0.68
C -0.05895 5.39836 0.44862 -0.20
C -0.10460 3.93329 0.35812 1.12
C -1.00726 3.16409 1.08053 -0.82
C -0.99008 1.78919 0.94006 -0.59
N -0.13016 1.16601 0.13072 0.72
C 0.73879 1.90354 -0.56948 -0.35
C 0.78745 3.27832 -0.48473 -0.94
H -1.88793 5.79000 1.46217 0.18
H -2.19906 8.65682 1.91072 0.38
H -1.01246 10.76156 1.38159 0.38
H 1.11854 10.74844 0.16351 0.38
H 2.15010 8.61396 -0.57979 0.43
H -1.72259 3.59881 1.76548 0.29
H -1.67253 1.15089 1.48083 0.52
H 1.40927 1.35294 -1.21541 0.49
H 1.49903 3.84522 -1.06668 0.53
F -6.19990 -0.72796 -1.06699 -0.37
C -4.86461 -0.77234 -0.82345 0.36
C -4.02770 0.06479 -1.52882 -0.72
C -2.66379 0.01424 -1.26144 0.01
C -2.11591 -0.85984 -0.31430 -0.18
C -3.01458 -1.69389 0.35864 0.05
C -4.38360 -1.65574 0.11868 -0.69
H -4.43868 0.73371 -2.27420 0.45
H -2.01190 0.67088 -1.82841 0.32
H -2.63752 -2.41023 1.07730 -0.06
H -5.07026 -2.30825 0.64276 0.46
C -0.66095 -6.93211 -2.97690 -1.67
C -0.47903 -5.44568 -2.80096 0.46
C -0.40096 -4.61398 -3.90745 -0.81
C -0.24047 -3.24585 -3.70975 0.16
C -0.18976 -2.30010 -4.88145 -1.71
C -0.14930 -2.74285 -2.42569 -0.47
C -0.25085 -3.54585 -1.25620 1.81
C -0.40446 -4.92708 -1.51330 -0.99
N -0.18875 -2.94233 -0.01848 0.44
C 0.05998 -3.68192 1.23916 1.73
C -0.93777 -4.81745 1.56329 -1.78
C -0.06013 -2.72667 2.43579 -2.17
C 1.47689 -4.28415 1.24018 -1.57
H -0.72084 -7.19900 -4.03216 0.37
H -1.57634 -7.27688 -2.49156 0.34
H 0.17051 -7.48673 -2.53621 0.33
H -0.47157 -5.02170 -4.90982 0.26
H 0.00501 -2.83272 -5.81285 0.40
H 0.59045 -1.54709 -4.75140 0.33
H -1.13877 -1.76994 -4.99184 0.29
H -0.03528 -1.67131 -2.30917 0.27
H -0.49390 -5.63680 -0.71441 0.24
H -1.95762 -4.53423 1.29684 0.24
H -0.90564 -5.00392 2.63999 0.51
H -0.69180 -5.75858 1.08388 0.55
H -1.10519 -2.49581 2.65391 0.26
H 0.46430 -1.78576 2.28829 0.44
H 0.36187 -3.21396 3.31948 0.56
H 1.62017 -4.90409 0.35135 0.28
H 1.63557 -4.90884 2.12352 0.48
H 2.23371 -3.49808 1.23788 0.25
```


C36H37NOP2Zn | ωB97M-V/def2-TZVPD

Calculated values
E_LUMO (spin up / spin down) (eV): 0.38 / 0.46
Energy relative to the best compared isomer or geometry (same formula, charge and spin) (eV): 0.000
Charge: 0

Structure (XYZ):
```
78
Properties=species:S:1:pos:R:3:mulliken_charge:R:1
Zn 1.67761 -0.02916 -0.32843 0.02
C 3.62891 0.72039 0.01675 -0.61
C 2.85810 1.59174 -0.74952 0.29
C 2.77462 1.58527 -2.25404 -1.20
C 2.76775 0.17446 -2.91149 -1.37
C 1.99570 -0.88998 -2.13761 -0.66
C 2.50564 -1.69894 -1.12422 1.23
C 3.95779 -1.72324 -0.74351 -1.26
C 4.58105 -0.30627 -0.53800 -0.98
C -3.36990 -1.26521 0.91420 -1.51
H 3.79406 0.96931 1.07170 0.64
H 2.48037 2.50130 -0.27064 0.80
H 3.59333 2.17360 -2.69145 0.49
H 1.85782 2.12480 -2.55583 0.27
H 2.27777 0.29443 -3.89336 0.44
H 3.81114 -0.12228 -3.10043 0.25
H 1.03249 -1.16564 -2.56551 0.74
H 1.94936 -2.56825 -0.78159 0.06
H 4.53080 -2.28355 -1.50435 0.37
H 4.02349 -2.28289 0.20461 0.31
H 5.40428 -0.42392 0.18415 0.44
H 5.03103 0.03171 -1.48263 0.25
H -2.95120 -1.32568 1.92471 0.38
H -4.13776 -2.05195 0.78321 0.47
H -3.84354 -0.28800 0.74388 0.34
P -0.42768 1.75388 1.16202 1.86
P -2.12848 -1.57112 -0.32053 1.75
C -0.31853 0.80299 -0.37175 -0.44
C -1.05312 -0.30348 -0.88701 -1.51
C -0.93371 3.41365 0.77912 0.13
C -0.29302 4.12443 -0.26635 0.00
C -0.64273 5.45370 -0.50208 -0.80
C -1.62974 6.05944 0.29134 -0.51
C -2.25532 5.36215 1.33053 -0.80
C -1.90049 4.03434 1.58340 -0.37
C 1.09939 1.78526 2.08418 0.88
C 1.61345 0.54487 2.53240 -0.80
C 2.34417 0.53383 3.72417 -0.70
C 2.71030 1.72568 4.34974 -0.76
C 2.38062 2.95109 3.78120 -0.62
C 1.55479 2.98663 2.66322 -0.65
C -3.14854 -2.00084 -1.74375 0.07
C -3.90219 -0.95496 -2.30966 -0.38
C -4.86618 -1.24548 -3.27198 -0.65
C -5.04278 -2.56291 -3.70769 -0.49
C -4.25681 -3.59012 -3.17504 -0.66
C -3.31598 -3.31956 -2.17904 -0.34
C -1.15460 -3.01108 0.14369 0.50
C -1.15385 -3.43497 1.48352 -0.64
C -0.36322 -4.51007 1.86862 -0.64
C 0.44963 -5.16666 0.93894 -0.65
C 0.43663 -4.76419 -0.40098 -0.70
C -0.36338 -3.68733 -0.80194 -0.35
H -0.18515 1.56901 -1.18288 0.45
H -1.05348 -0.35856 -1.98886 0.52
H 0.49054 3.65042 -0.87034 0.07
H -0.14085 6.00952 -1.30302 0.40
H -1.91447 7.08927 0.08384 0.37
H -3.01687 5.83617 1.95652 0.40
H -2.34518 3.48191 2.41500 0.16
H 1.39091 -0.39937 2.00766 0.35
H 2.56357 -0.40687 4.20778 0.42
H 3.28015 1.71754 5.26551 0.36
H 2.79472 3.88701 4.14991 0.40
H 1.22817 3.93205 2.23490 0.31
H -3.75001 0.07623 -1.97993 0.38
H -5.48689 -0.44662 -3.67872 0.39
H -5.80602 -2.78696 -4.45208 0.37
H -4.38782 -4.61346 -3.52555 0.39
H -2.73263 -4.13368 -1.74700 0.32
H -1.77561 -2.94363 2.23191 0.25
H -0.37222 -4.83383 2.91135 0.41
H 1.11113 -5.97022 1.27221 0.39
H 1.04456 -5.27527 -1.14849 0.40
H -0.36522 -3.36944 -1.84739 0.52
O -2.57880 0.96775 4.41513 -0.58
C -2.06775 1.10649 3.35197 0.94
N -1.59411 1.06332 2.23167 -0.32
```


C36H37NP2SSn | ωB97M-V/def2-TZVPD

Calculated values
E_LUMO (spin up / spin down) (eV): -8.76 / -9.34
Energy relative to the best compared isomer or geometry (same formula, charge and spin) (eV): 0.000
Charge: +2

Structure (XYZ):
```
78
Properties=species:S:1:pos:R:3:mulliken_charge:R:1
Sn 0.13055 0.66268 2.82904 1.19
C -1.79359 0.86628 -3.71692 -0.46
C -1.79741 -0.43050 -3.37896 -0.23
C -1.06260 -1.49922 -4.13812 -0.81
C 0.33619 -1.10808 -4.67188 -1.21
C 1.15775 -0.27056 -3.72878 -0.03
C 1.19786 1.06299 -3.73342 -0.71
C 0.35490 1.96101 -4.58337 -1.01
C -1.06661 1.44356 -4.90662 -0.96
C 1.85597 0.53918 4.23721 -1.31
H -2.45105 1.58761 -3.21079 0.43
H -2.50318 -0.79793 -2.63288 0.69
H -1.66581 -1.82610 -4.99899 0.37
H -0.94159 -2.38604 -3.50069 0.27
H 0.88727 -2.04732 -4.83750 0.44
H 0.24593 -0.63725 -5.65932 0.33
H 1.85716 -0.85978 -3.12092 0.78
H 2.02227 1.59670 -3.25963 0.79
H 0.86998 2.15109 -5.53833 0.34
H 0.24988 2.93922 -4.09344 0.36
H -1.64650 2.31306 -5.25787 0.48
H -1.03245 0.74039 -5.75105 0.32
H 1.83201 1.40295 4.92013 0.43
H 2.83211 0.45117 3.76888 0.47
H 1.62072 -0.36355 4.81007 0.49
P -1.62008 -0.57922 1.23670 0.98
P 1.86535 0.12958 1.01550 0.52
C -0.53028 -0.78397 -0.18623 -0.07
C 0.82164 -0.60957 -0.22390 -0.59
C -2.53424 -2.09960 1.53260 0.38
C -2.87734 -2.91044 0.44168 -0.08
C -3.62692 -4.07149 0.63762 -0.62
C -3.99699 -4.45327 1.93500 -0.53
C -3.60104 -3.68155 3.03891 -0.64
C -2.87982 -2.51044 2.83334 -0.46
C -2.79683 0.77076 0.85168 1.04
C -2.34166 2.10119 0.76124 -0.29
C -3.25138 3.13746 0.55953 -0.83
C -4.61387 2.85278 0.39740 -0.57
C -5.06572 1.52746 0.45089 -0.75
C -4.16374 0.49010 0.69559 -0.43
C 3.24436 -0.94428 1.42950 0.53
C 2.98967 -2.21718 1.98181 -0.50
C 4.06175 -3.05391 2.27413 -0.64
C 5.37218 -2.63236 2.01231 -0.51
C 5.61483 -1.36551 1.47399 -0.64
C 4.55878 -0.51316 1.18859 -0.39
C 2.41746 1.82373 0.63570 0.68
C 2.57047 2.82469 1.61336 -0.38
C 2.95460 4.10533 1.22929 -0.76
C 3.17733 4.39492 -0.12017 -0.62
C 2.98734 3.41247 -1.10269 -0.42
C 2.58978 2.12996 -0.72299 -0.22
H -1.08358 -1.05559 -1.10413 -0.13
H 1.38636 -1.00133 -1.08166 0.58
H -2.56072 -2.62761 -0.55745 0.28
H -3.92523 -4.67219 -0.22395 0.45
H -4.58423 -5.36037 2.08515 0.41
H -3.87448 -3.99729 4.05068 0.43
H -2.55060 -1.90087 3.67141 0.24
H -1.27650 2.32116 0.89553 0.01
H -2.89619 4.17085 0.52853 0.44
H -5.31927 3.66590 0.22920 0.42
H -6.12382 1.30005 0.30783 0.44
H -4.51473 -0.53991 0.77339 0.40
H 1.95571 -2.53478 2.15259 0.37
H 3.87249 -4.04412 2.69069 0.42
H 6.20562 -3.29469 2.22724 0.41
H 6.62848 -1.03770 1.25757 0.43
H 4.71665 0.47449 0.75731 0.41
H 2.37034 2.59859 2.66114 0.26
H 3.09329 4.88025 1.98152 0.44
H 3.51176 5.38497 -0.42085 0.43
H 3.15373 3.62785 -2.16270 0.48
H 2.40393 1.34496 -1.45735 0.17
S -1.55841 -0.95374 7.05594 -0.21
C -1.08713 -0.80649 5.56204 0.71
N -0.75884 -0.70841 4.40404 -0.92
```